C4H7FN2S | wB97M-V/def2-TZVPD

- Frontier orbital gap: 8.785 eV
- Energy relative to the best compared isomer or geometry (same formula, charge and spin): 60.3 kcal per mole
- E: -764.0890 Ha
- SMILES string: C/C(CF)=N\NC=S
- HOMO level: -8.41 eV
- LUMO energy: 0.38 eV

Each line ends with the natural charge from an NBO analysis.
CARTESIAN COORDINATES (ANGSTROEM)
S 2.5313 -1.9803 0.0365  -0.05
F -1.8674 3.0012 -0.5984  -0.39
N -0.0717 -1.2098 0.0949  -0.44
N 0.1926 0.1314 -0.0013  -0.21
C -0.7957 0.8890 0.1233  0.19
C 0.9435 -2.1452 0.0856  -0.12
C -2.1948 0.4988 0.2714  -0.73
C -0.6222 2.4186 -0.0045  0.01
H 0.2903 2.6850 -0.6596  0.22
H 0.5887 -3.1598 0.0468  0.20
H -2.4858 -0.4808 -0.3092  0.22
H -2.7653 1.3732 -0.2358  0.29
H -1.0636 -1.4314 0.0062  0.39
H -0.6055 2.7462 1.0065  0.19
H -2.4837 0.5230 1.4367  0.25

Forces on atoms 1 to 3 (eV/Å):
S 1.0 0.6 0.1
F 2.6 -0.7 0.8
N 0.6 -0.2 0.0